# C39H49NOP2PtS3

A molecular structure, C39H49NOP2PtS3 (the ωB97M-V functional and the def2-TZVPD basis, the OMol25 dataset).

**F_max**: 0.11 eV Å⁻¹
**HOMO**: -6.8 eV
**Multiplicity**: 1

Element x y z (Å)
1 Pt 0.25 -0.08 0.10
2 S -2.57 -1.21 4.16
3 S -3.70 -2.45 0.59
4 S -0.38 -4.59 0.68
5 P 0.14 -1.22 -1.88
6 P 1.26 1.47 1.49
7 O 0.05 -1.80 1.25
8 N 0.20 1.56 -1.11
9 C -0.25 1.64 3.80
10 C -1.18 -1.80 3.34
11 C 0.05 -0.02 -4.44
12 C -0.83 5.06 -0.37
13 C -2.47 -1.59 -2.59
14 C 1.19 1.66 3.32
15 C 2.04 0.57 3.97
16 C 0.11 0.14 -3.05
17 C 0.11 0.86 -6.80
18 C 1.82 -1.97 -2.12
19 C 0.21 1.04 -5.31
20 C 0.53 2.47 -3.37
21 C 3.07 1.58 1.11
22 C -0.69 3.86 -1.05
23 C -0.95 -3.50 -3.27
24 C 0.26 1.42 -2.48
25 C -0.51 -1.74 5.56
26 C 3.32 1.62 -0.40
27 C -0.27 5.26 0.89
28 C -1.11 -6.06 1.17
29 C -2.67 -0.18 1.09
30 C 0.49 2.28 -4.74
31 C 0.40 4.19 1.47
32 C -2.12 -4.48 2.53
33 C -0.41 6.57 1.62
34 C 0.03 2.80 -0.50
35 C -1.30 -3.67 1.80
36 C 0.54 2.98 0.80
37 C -0.17 -2.05 4.22
38 C -1.22 -2.40 -2.25
39 C -2.01 -5.85 2.17
40 C -1.79 -1.28 5.68
41 C -2.39 -1.52 1.20
42 C -3.94 0.08 0.50
43 C 3.75 2.78 1.78
44 C 2.09 -3.09 -1.12
45 C 2.22 -2.36 -3.54
46 C -4.61 -1.06 0.19
47 C -1.16 -2.15 1.85
48 H 4.79 2.83 1.48
49 H 1.76 -0.41 3.58
50 H -1.40 5.86 -0.82
51 H 0.77 3.45 -2.99
52 H 1.64 -3.20 -3.91
53 H -2.01 0.59 1.45
54 H -1.17 3.74 -2.01
55 H 4.39 1.64 -0.59
56 H 0.55 7.08 1.71
57 H -2.64 -0.80 -1.86
58 H 3.27 3.71 1.47
59 H -1.84 -4.13 -3.36
60 H -0.80 6.43 2.63
61 H 3.27 -2.66 -3.53
62 H -0.74 -3.10 -4.27
63 H -0.93 0.93 -7.14
64 H 0.68 1.63 -7.33
65 H -1.09 7.24 1.09
66 H 1.54 -4.00 -1.40
67 H -2.30 -0.96 6.57
68 H -3.34 -2.25 -2.59
69 H 2.89 0.76 -0.90
70 H 1.63 2.63 3.56
71 H -0.85 2.42 3.32
72 H -2.58 -6.65 2.64
73 H 2.13 -1.53 -4.24
74 H 0.80 4.30 2.47
75 H 3.15 -3.34 -1.13
76 H -0.71 0.67 3.58
77 H 0.16 -1.85 6.40
78 H 3.10 0.71 3.80
79 H 2.44 -1.11 -1.83
80 H -5.58 -1.16 -0.26
81 H 0.77 -2.47 3.90
82 H 2.88 2.52 -0.84
83 H -0.29 1.79 4.88
84 H 0.49 -0.11 -7.11
85 H 3.50 0.65 1.50
86 H -4.33 1.07 0.33
87 H -2.77 -4.11 3.31
88 H 3.72 2.73 2.87
89 H -1.38 -2.88 -1.28
90 H 0.70 3.13 -5.39
91 H -0.10 -1.02 -4.84
92 H -0.12 -4.14 -2.98
93 H 1.87 0.56 5.05
94 H 1.80 -2.82 -0.11
95 H -2.38 -1.13 -3.57
96 H -0.82 -6.99 0.72

How positive or negative is each atom? The Mulliken charges in e answer that:
1 Pt 2.966
2 S -0.018
3 S -0.106
4 S 0.027
5 P -0.595
6 P 0.508
7 O -1.107
8 N -0.357
9 C -1.306
10 C -0.687
11 C -0.330
12 C -1.123
13 C -1.721
14 C 0.496
15 C -1.686
16 C 0.650
17 C -1.722
18 C 0.849
19 C 0.490
20 C -0.952
21 C 0.715
22 C -0.466
23 C -1.650
24 C 0.209
25 C -0.774
26 C -1.059
27 C 0.649
28 C -0.647
29 C -0.197
30 C -1.048
31 C 0.012
32 C -0.418
33 C -1.536
34 C -0.682
35 C -1.177
36 C -0.484
37 C -0.594
38 C 2.600
39 C -0.856
40 C -0.519
41 C -0.488
42 C -1.047
43 C -1.584
44 C -1.233
45 C -1.561
46 C -0.729
47 C 3.624
48 H 0.487
49 H 0.124
50 H 0.326
51 H 0.597
52 H 0.249
53 H 0.502
54 H 0.733
55 H 0.637
56 H 0.323
57 H 0.319
58 H 0.266
59 H 0.498
60 H 0.344
61 H 0.450
62 H 0.225
63 H 0.311
64 H 0.400
65 H 0.371
66 H 0.177
67 H 0.470
68 H 0.476
69 H -0.280
70 H 0.600
71 H 0.334
72 H 0.433
73 H 0.396
74 H 0.455
75 H 0.483
76 H -0.120
77 H 0.454
78 H 0.415
79 H -0.270
80 H 0.435
81 H 0.726
82 H 0.224
83 H 0.603
84 H 0.357
85 H 0.649
86 H 0.453
87 H 0.532
88 H 0.329
89 H -1.034
90 H 0.351
91 H 0.232
92 H 0.354
93 H 0.489
94 H 0.016
95 H 0.277
96 H 0.485